(1)
{
  "formula": "C2H4OTl",
  "method": "wB97M-V/def2-TZVPD",
  "relative_energy_kcal_mol": 18.7,
  "orbital_gap_ev": 10.1,
  "total_charge": 1,
  "elements": ["O", "Tl", "C", "C", "H", "H", "H", "H"],
  "coordinates": [[1.4162, -0.0005, -0.3180], [3.1537, -0.0665, 1.2746], [0.2468, -0.1552, -0.6011], [-0.9341, -0.0340, 0.2514], [-0.9496, 0.9616, 0.7194], [-0.9763, -0.8228, 1.0091], [-0.2179, 0.0374, -1.6999], [-1.7389, 0.0800, -0.6356]]
}

(2)
{
  "formula": "C2H4P2",
  "method": "wB97M-V/def2-TZVPD",
  "relative_energy_kcal_mol": 53.6,
  "orbital_gap_ev": [7.7, 7.0],
  "spin_multiplicity": 3,
  "elements": ["C", "C", "P", "P", "H", "H", "H", "H"],
  "coordinates": [[1.1960, 1.2862, 0.3034], [0.6171, -0.8357, -0.6549], [2.1287, -0.1917, 0.2346], [-0.0736, 0.8852, -0.8080], [1.2629, 2.3144, 0.5750], [0.8398, -1.5274, -1.6107], [-0.2427, -1.1660, -0.1107], [-2.0831, 0.0894, 0.7075]]
}

(3)
{
  "formula": "C2H4S",
  "method": "wB97M-V/def2-TZVPD",
  "relative_energy_kcal_mol": 12.3,
  "orbital_gap_ev": 8.7,
  "smiles": "CC=S",
  "elements": ["C", "C", "H", "H", "H", "H", "S"],
  "coordinates": [[-0.7288, -0.2997, -0.0314], [0.6913, 0.3299, -0.0342], [-1.2908, 0.1781, -0.7669], [-0.9204, -0.0537, 0.9672], [-0.6320, -1.3333, -0.1218], [0.6458, 1.3810, 0.0130], [2.2348, -0.2024, -0.0259]]
}

(4)
{
  "formula": "C2H4S2",
  "method": "wB97M-V/def2-TZVPD",
  "relative_energy_kcal_mol": 59.3,
  "orbital_gap_ev": [6.2, 8.4],
  "spin_multiplicity": 3,
  "elements": ["C", "C", "S", "S", "H", "H", "H", "H"],
  "coordinates": [[-1.5729, 0.1908, 0.2229], [0.8362, -0.5622, 0.1844], [-2.3899, 0.1370, -1.0474], [1.6670, 0.3488, -1.0507], [-1.7512, 0.4925, 1.2175], [1.1852, -0.5879, 1.1380], [0.5374, -1.6168, -0.2221], [1.4883, 1.5980, -0.4426]]
}

(5)
{
  "formula": "C2H4S2",
  "method": "wB97M-V/def2-TZVPD",
  "relative_energy_kcal_mol": 9.0,
  "orbital_gap_ev": [7.6, 6.4],
  "spin_multiplicity": 3,
  "elements": ["C", "C", "S", "S", "H", "H", "H", "H"],
  "coordinates": [[-2.2660, -0.2897, -0.1960], [0.3778, 0.5769, -0.2194], [-3.9484, -0.2724, -0.1139], [-1.3081, 1.1328, 0.3107], [-1.6300, -1.2137, -0.4926], [1.1602, 0.8639, 0.4602], [0.7223, 0.7762, -1.1437], [0.3224, -0.4369, -0.1882]]
}

(6)
{
  "formula": "C2H4S3",
  "method": "wB97M-V/def2-TZVPD",
  "relative_energy_kcal_mol": 113.5,
  "orbital_gap_ev": 7.4,
  "elements": ["C", "C", "H", "H", "H", "H", "S", "S", "S"],
  "coordinates": [[0.4546, -0.3010, 0.8310], [-0.9326, -0.2553, 0.1297], [2.4784, 1.4410, -0.3162], [0.9009, 0.4665, 1.4016], [0.8591, -1.3772, 1.2298], [-2.3849, 0.8988, -1.6820], [1.5721, -0.3779, -0.7767], [-1.4239, 1.1755, -0.3754], [-1.5237, -1.6704, -0.4418]]
}

(7)
{
  "formula": "C2H5AuMgO3",
  "method": "wB97M-V/def2-TZVPD",
  "orbital_gap_ev": [5.8, 7.2],
  "total_charge": 1,
  "spin_multiplicity": 4,
  "elements": ["O", "C", "C", "O", "Mg", "H", "H", "H", "H", "Au", "O", "H"],
  "coordinates": [[-0.3227, -0.3236, -1.6533], [-1.3690, 0.0516, -0.8091], [-1.0932, -0.1418, 0.6933], [0.2773, 0.0233, 0.9063], [1.7918, 1.2335, 1.2017], [-2.3354, -0.4222, -1.0688], [-1.4968, 1.1453, -0.9637], [-1.3766, -1.1458, 1.0622], [-1.7161, 0.5553, 1.2825], [1.0963, -0.7983, -0.5672], [2.8125, -0.0894, 0.0875], [3.7317, -0.0879, -0.1714]]
}

(8)
{
  "formula": "C2H5B",
  "method": "wB97M-V/def2-TZVPD",
  "relative_energy_kcal_mol": 63.7,
  "orbital_gap_ev": 8.8,
  "elements": ["B", "C", "C", "H", "H", "H", "H", "H"],
  "coordinates": [[1.1355, 0.0417, -0.3204], [-1.4190, -0.0524, -0.1293], [-0.2604, 0.6000, -0.1944], [1.7761, -0.2405, -1.2415], [2.2157, -0.2873, 1.3158], [-2.3720, 0.4465, -0.0966], [-1.4514, -1.1307, -0.1168], [-0.3003, 1.6892, -0.1939]]
}

(9)
{
  "formula": "C2H5BO",
  "method": "wB97M-V/def2-TZVPD",
  "relative_energy_kcal_mol": 52.2,
  "orbital_gap_ev": 11.2,
  "elements": ["B", "C", "C", "O", "H", "H", "H", "H", "H"],
  "coordinates": [[0.0843, 0.7798, -0.0444], [1.4321, 0.2472, 0.0218], [-0.7944, -0.6561, -0.0067], [2.4329, -0.3579, 0.0749], [-0.0645, 1.5760, -1.0512], [-0.1777, 1.3260, 1.0910], [-0.6437, -1.1104, -0.9208], [-0.4824, -1.4086, 0.6793], [-1.7866, -0.3960, 0.1560]]
}

(10)
{
  "formula": "C2H5Br2N2",
  "method": "wB97M-V/def2-TZVPD",
  "relative_energy_kcal_mol": 36.5,
  "orbital_gap_ev": 7.3,
  "total_charge": 1,
  "smiles": "N[C@@H](Br)/[NH+]=C/Br",
  "elements": ["C", "C", "N", "N", "Br", "Br", "H", "H", "H", "H", "H"],
  "coordinates": [[-0.6847, 0.0492, 0.2312], [1.6008, -0.3504, 0.5366], [-1.5267, 0.8270, -0.4197], [0.6378, 0.2230, -0.1650], [3.4557, -0.2421, -0.0877], [-1.0212, -2.1706, -0.3377], [-0.7487, -0.0850, 1.2973], [1.6125, -0.9856, 1.4462], [-2.5160, 0.8426, -0.0748], [-1.6977, 1.1165, -1.4222], [0.8883, 0.7756, -1.0042]]
}

(11)
{
  "formula": "C2H5Br2P",
  "method": "wB97M-V/def2-TZVPD",
  "relative_energy_kcal_mol": 86.2,
  "orbital_gap_ev": 10.0,
  "smiles": "BrCBr.C=P",
  "elements": ["C", "C", "P", "Br", "Br", "H", "H", "H", "H", "H"],
  "coordinates": [[0.4856, 1.3101, -1.0023], [-0.7971, -0.8542, 1.0727], [1.7054, 0.2585, -1.3278], [-2.0548, 0.2207, 0.2217], [-0.8031, -2.7716, 0.1378], [-0.1965, 1.6595, -1.7737], [0.2237, 1.6694, 0.0080], [0.1173, -0.6344, 0.4486], [-0.7787, -1.0787, 2.1875], [2.0982, 0.2206, 0.0276]]
}

(12)
{
  "formula": "C2H5Br3NO",
  "method": "wB97M-V/def2-TZVPD",
  "relative_energy_kcal_mol": 66.5,
  "orbital_gap_ev": 6.7,
  "total_charge": 1,
  "elements": ["C", "C", "N", "O", "Br", "Br", "Br", "H", "H", "H", "H", "H"],
  "coordinates": [[-0.1693, 0.3480, 1.0244], [-1.4507, 0.5100, 0.3478], [0.4301, -0.8746, 0.9883], [-0.4372, -0.4169, -1.4344], [1.1377, 2.2019, 0.2019], [-2.6441, -0.9609, 0.0890], [-2.0977, 2.1953, 0.1116], [-0.2481, 0.8722, 2.0026], [-0.4237, 0.1226, -2.2630], [0.9971, -1.0781, 1.8094], [0.5792, -1.3348, 0.0943], [-0.9140, -1.2538, -1.6147]]
}

(13)
{
  "formula": "C2H5BrN2O",
  "method": "wB97M-V/def2-TZVPD",
  "relative_energy_kcal_mol": 57.5,
  "orbital_gap_ev": [9.0, 9.0],
  "elements": ["C", "C", "N", "N", "O", "Br", "H", "H", "H", "H", "H"],
  "coordinates": [[-0.2668, 0.4978, 0.5517], [-0.6835, 1.6138, -0.3366], [0.1249, -2.0204, -0.0923], [0.4847, -0.8775, -0.6010], [-0.2870, 0.3010, 1.6815], [2.4717, -0.1786, -0.0170], [-1.7116, 2.0689, -0.0288], [0.0486, 2.3681, -0.3220], [-0.7649, 1.2046, -1.2995], [-0.0713, -2.1413, 0.9996], [0.6551, -2.8364, -0.5355]]
}

(14)
{
  "formula": "C2H5BrN2O2",
  "method": "wB97M-V/def2-TZVPD",
  "relative_energy_kcal_mol": 196.0,
  "orbital_gap_ev": 7.4,
  "elements": ["C", "C", "N", "N", "O", "O", "Br", "H", "H", "H", "H", "H"],
  "coordinates": [[-0.2993, 1.5492, 0.0067], [1.4157, -1.2851, -0.3569], [-0.4658, 0.1908, -0.0920], [-1.3727, -0.6798, 0.3692], [-2.4498, -0.3064, 0.7537], [-1.0657, -1.8751, 0.2618], [2.8321, -0.1439, -0.0292], [-0.0148, 1.9315, -0.9843], [-1.3121, 2.1026, 0.3486], [0.4976, 1.9715, 0.6336], [0.8479, -1.4477, -1.2852], [1.3869, -2.0077, 0.3738]]
}

(15)
{
  "formula": "C2H5BrOS",
  "method": "wB97M-V/def2-TZVPD",
  "relative_energy_kcal_mol": 42.1,
  "orbital_gap_ev": [7.6, 7.5],
  "spin_multiplicity": 3,
  "elements": ["C", "C", "O", "S", "Br", "H", "H", "H", "H", "H"],
  "coordinates": [[0.6629, -0.2731, 1.2996], [-0.8399, 0.7771, -0.5498], [-0.0890, -0.7799, -2.1090], [0.5374, 1.2448, 0.3028], [-1.6838, 1.9801, -1.6420], [0.6818, -1.1726, 0.5914], [-0.1622, -0.6246, 2.0604], [1.5348, -0.3062, 1.7764], [-1.3538, 0.0058, -0.1725], [0.7117, -0.8515, -1.5573]]
}

(16)
{
  "formula": "C2H5BrS",
  "method": "wB97M-V/def2-TZVPD",
  "relative_energy_kcal_mol": 104.8,
  "orbital_gap_ev": [9.7, 7.3],
  "elements": ["C", "C", "S", "Br", "H", "H", "H", "H", "H"],
  "coordinates": [[-0.5474, 0.7577, 0.6345], [0.3459, -0.2239, 0.0493], [-0.0501, -1.9319, 0.1446], [2.2921, 0.1149, -0.0992], [-1.4452, 0.3383, 0.2839], [-0.3651, 0.8964, 1.6482], [-0.2799, 1.6673, 0.2798], [-0.8528, 0.8572, -2.2160], [0.9025, -2.4761, -0.7251]]
}

(17)
{
  "formula": "C2H5BrSi",
  "method": "wB97M-V/def2-TZVPD",
  "relative_energy_kcal_mol": 102.5,
  "orbital_gap_ev": [6.4, 6.4],
  "elements": ["C", "C", "Si", "Br", "H", "H", "H", "H", "H"],
  "coordinates": [[-0.0949, 1.7184, -0.1376], [-0.2135, 0.4649, 0.1021], [-0.5078, -1.4220, -0.0161], [2.6888, -0.1408, 0.6758], [0.6912, 2.3857, -0.4928], [-0.9488, 2.5393, 0.0738], [0.0965, -2.1815, 1.0494], [-1.9864, -1.8538, 0.0082], [0.2750, -1.5103, -1.2629]]
}

(18)
{
  "formula": "C2H5Cl2N2",
  "method": "wB97M-V/def2-TZVPD",
  "relative_energy_kcal_mol": 31.9,
  "orbital_gap_ev": 9.6,
  "total_charge": 1,
  "elements": ["C", "C", "N", "N", "Cl", "Cl", "H", "H", "H", "H", "H"],
  "coordinates": [[-0.3337, -0.4431, -0.5999], [2.0006, -0.8464, -0.8882], [-1.3993, 0.3199, -0.4429], [0.8921, -0.2460, -0.8079], [2.2323, -1.9874, 0.3606], [3.1702, 1.6038, 0.2904], [-0.7515, -1.5026, -0.7830], [2.8931, -0.5641, -1.4503], [-2.2851, -0.1753, -0.3044], [-1.4679, 1.2362, -0.1171], [4.2725, 1.9818, -0.4306]]
}

(19)
{
  "formula": "C2H5Cl3N3",
  "method": "wB97M-V/def2-TZVPD",
  "relative_energy_kcal_mol": 5.2,
  "orbital_gap_ev": 10.3,
  "total_charge": 1,
  "smiles": "[H]/N=C(\\[NH3+])NC(Cl)(Cl)Cl",
  "elements": ["C", "C", "N", "N", "N", "Cl", "Cl", "Cl", "H", "H", "H", "H", "H"],
  "coordinates": [[-0.8220, -0.5222, 0.2453], [-3.1910, 0.0776, -0.0383], [-0.7969, -1.5810, 0.8674], [-1.7967, 0.2993, -0.2192], [0.6557, 0.2206, -0.3529], [-3.7250, -1.0571, 1.2703], [-3.9618, 1.7279, 0.1340], [-3.8216, -0.7590, -1.5732], [0.0004, -1.9883, 1.2389], [-1.6686, 1.3151, -0.2394], [1.3434, -0.2599, 0.2443], [0.7414, -0.2592, -1.2593], [0.9427, 1.1453, -0.2681]]
}

(20)
{
  "formula": "C2H5ClN2O",
  "method": "wB97M-V/def2-TZVPD",
  "relative_energy_kcal_mol": 98.0,
  "orbital_gap_ev": 9.5,
  "elements": ["C", "C", "N", "N", "O", "Cl", "H", "H", "H", "H", "H"],
  "coordinates": [[0.5310, 1.0951, 0.6880], [-1.3018, -0.7576, -0.6898], [1.2294, -1.0793, -0.2797], [0.4148, -0.0642, -0.0799], [2.4290, -1.0196, 0.0699], [-2.5438, -0.1103, 0.2057], [-0.0499, 1.0220, 1.6091], [1.5520, 1.0708, 0.8270], [0.2847, 1.9850, 0.0948], [-1.2346, -1.8939, -0.6844], [-1.3108, -0.2481, -1.7607]]
}